This record from the Open Molecules 2025 dataset describes C32H64CaCs2F2N3O18S2 as an isolated structure in a non-equilibrium geometry. The level of theory is ωB97M-V with the def2-TZVPD basis set.

Output
Frontier orbital gap (eV): 3.47
LUMO (Eh): -0.091
ΔE to the lowest compared entry with this formula, charge and spin (kJ/mol): 421.0
<S²>: 1.762
2S+1: 2

Geometry as XYZ:
```
124
Properties=species:S:1:pos:R:3:forces:R:3
C 3.538593 -2.722296 3.161684 -0.768 0.567 -0.739
C 4.642490 -2.314144 2.074197 0.991 -0.615 1.042
C 4.861138 -0.741018 1.882716 -0.385 -0.100 -1.068
C 3.522678 0.136562 1.847880 0.009 0.809 -0.251
C 2.890870 0.352475 0.387790 0.691 1.276 -0.109
C 2.291273 1.858261 0.247479 -0.626 -0.805 -0.786
C 1.003705 2.109004 1.167624 -0.202 0.797 0.391
C 1.362226 2.557798 2.679419 -0.135 -1.204 0.168
C 0.213188 3.447011 3.393977 4.588 -5.322 -1.954
C -0.658860 2.493409 4.424948 -0.488 -1.396 -0.354
C -1.862140 1.716793 3.650453 0.045 -0.367 0.596
C -2.901008 1.091857 4.727913 0.219 0.277 -1.103
C -4.309545 0.899276 3.977106 -0.899 -0.147 0.497
C -4.568433 -0.585460 3.429950 0.251 -0.537 0.155
C -3.277979 -1.301842 2.801599 -0.518 -0.602 -0.472
C -3.026691 -0.805999 1.289367 -0.718 -0.163 0.375
O -2.417332 -1.872939 0.486924 1.968 1.168 1.428
C -1.133947 -2.190197 1.010370 -0.656 -3.866 1.706
O -0.985366 -3.301597 1.551895 -0.060 3.921 -1.993
H 2.523164 -2.727691 2.609587 1.405 -0.176 1.065
H 3.433544 -1.937563 3.996842 0.397 -1.239 -1.125
H 3.717674 -3.755103 3.613150 -0.210 1.471 -0.675
H 4.447064 -2.881908 1.093825 0.126 1.126 1.376
H 5.647158 -2.735135 2.460592 -1.435 0.654 -0.718
H 5.594646 -0.282907 2.632004 -1.148 -0.939 -0.781
H 5.357740 -0.608718 0.847089 -0.638 -0.089 1.629
H 3.814128 1.189322 2.227015 -0.439 -1.580 -0.571
H 2.689811 -0.220773 2.537754 1.263 0.186 -0.676
H 3.738815 0.302609 -0.382821 -1.177 -0.092 1.026
H 2.107605 -0.415661 0.084471 0.950 0.939 0.538
H 3.118099 2.650477 0.390714 -1.312 -1.252 0.130
H 1.954357 1.990602 -0.849041 0.441 -0.248 1.702
H 0.350665 2.945884 0.710892 1.070 -1.154 0.526
H 0.309655 1.189650 1.219090 1.205 1.229 -0.217
H 2.402303 3.042494 2.727834 -1.735 -0.360 -0.147
H 1.457087 1.587464 3.296555 0.038 1.542 -0.906
H 0.693827 4.284808 4.076919 2.189 -3.872 -2.840
H -0.513112 3.920338 2.591325 2.632 -2.116 0.440
H -0.001611 1.686136 4.907821 -0.763 1.443 -0.753
H -1.140403 3.146856 5.283583 1.068 -2.777 -1.192
H -1.477375 0.828855 3.023161 -0.230 1.634 0.933
H -2.437778 2.401801 2.907239 0.984 -0.877 1.321
H -2.951958 1.806298 5.620293 -0.241 -0.966 -1.196
H -2.513407 0.077231 5.114081 -0.576 1.648 -0.564
H -5.134680 1.116522 4.746960 1.089 -0.244 -1.209
H -4.468608 1.650874 3.114977 0.520 -1.019 1.398
H -5.387832 -0.632572 2.618569 1.201 0.389 1.320
H -4.980556 -1.222573 4.298091 0.834 0.918 -1.271
H -3.513899 -2.428775 2.719068 0.392 1.716 0.045
H -2.341513 -1.243298 3.463450 -1.329 0.070 -0.985
H -2.398991 0.145504 1.206751 -0.812 -1.114 0.115
H -4.058037 -0.635030 0.815474 1.662 -0.172 0.553
H -0.237367 -1.471187 0.980110 -1.571 -0.376 -0.358
N -4.762543 -3.627159 -1.796286 -1.430 -0.014 -1.358
S -4.587475 -4.802851 -0.755967 2.567 -3.094 4.156
O -4.479177 -6.140287 -1.289981 -0.910 1.383 -0.560
O -5.266002 -4.671042 0.510815 -0.432 0.612 -1.544
F -3.083411 -4.535036 -0.317745 -0.646 0.597 -0.887
S -6.164904 -3.661997 -2.486173 -0.807 4.160 1.236
O -6.256054 -2.823599 -3.663611 0.453 -1.210 0.409
O -7.337917 -3.638622 -1.647828 1.026 -0.682 -0.550
F -6.240707 -5.135733 -3.152674 -0.176 -2.157 -0.863
Ca -7.246171 -5.495830 -5.082751 1.598 0.417 -2.081
N -3.945948 -7.163583 -7.838134 1.140 0.233 -1.031
O -4.954637 -7.082673 -7.092192 -1.417 0.155 1.311
O -2.957788 -7.817844 -7.469619 -0.302 -0.007 0.278
O -3.942414 -6.593910 -8.938254 -0.266 -0.154 0.273
C -2.329453 -6.197304 2.652518 3.983 4.009 -1.699
O -2.057711 -5.629978 3.705123 0.810 0.343 0.715
O -1.527376 -6.877071 1.967855 1.541 -1.396 -0.822
O -3.448902 -6.191064 2.101732 1.721 4.394 -8.026
Cs -1.008749 5.051874 4.267389 -9.207 11.957 4.533
C 3.729207 2.508463 -5.330373 0.050 -0.018 -0.344
C 3.404263 3.459294 -4.145321 0.096 -2.087 -0.438
C 1.877227 3.667067 -4.041707 -0.089 0.401 -0.010
C 1.310135 4.578926 -5.124925 0.030 -0.006 -0.059
C 2.071821 5.899420 -5.179792 -0.140 -0.288 0.327
C 3.596787 5.710443 -5.316316 0.337 0.877 -1.919
N 4.149021 4.744102 -4.318049 -1.815 1.887 3.430
O 4.178618 5.368188 -3.112778 0.587 -1.092 -2.024
C 3.930128 5.238833 -6.750260 -0.079 -0.327 -0.161
C 4.276149 7.100011 -5.222612 0.160 -0.192 0.685
C 3.865870 2.668366 -2.894738 0.200 0.774 0.322
H 3.796203 1.464827 -5.009822 -0.126 0.203 0.153
H 2.969006 2.531303 -6.112900 0.103 0.092 -0.009
H 4.697956 2.742635 -5.781391 -0.151 0.070 0.073
H 1.628173 4.099949 -3.064927 0.216 0.026 0.011
H 1.364543 2.699967 -4.084143 0.282 -0.041 0.008
H 1.338559 4.082710 -6.099605 0.030 0.005 0.044
H 0.254001 4.777443 -4.918115 0.069 -0.045 -0.041
H 1.690952 6.496647 -6.014663 0.285 -0.005 0.006
H 1.846569 6.468673 -4.271337 0.205 -0.025 0.046
H 4.996154 5.014077 -6.853583 -0.115 0.010 0.093
H 3.692506 6.017563 -7.480840 -0.001 0.053 0.262
H 3.366142 4.362946 -7.066250 0.076 -0.025 0.089
H 4.032029 7.627646 -4.298078 0.069 -0.225 0.015
H 3.951812 7.746678 -6.042189 -0.099 -0.317 -0.042
H 5.366324 7.009681 -5.287777 -0.163 -0.051 0.053
H 4.945923 2.491956 -2.913346 -0.098 0.070 -0.046
H 3.369668 1.695212 -2.847423 -0.036 0.123 -0.339
H 3.617718 3.178839 -1.960217 0.163 0.148 -0.229
Cs -4.118080 -7.172357 3.709803 -7.902 -7.337 9.947
C 0.921792 -4.649282 5.503356 -0.300 0.223 -0.227
C 1.999108 -4.224007 6.477566 0.416 0.019 -0.031
C 1.507602 -4.832369 7.777147 -0.198 -0.129 0.253
O 0.784922 -6.020088 7.431342 0.164 0.320 -0.094
C 0.566177 -6.031481 6.012246 -0.021 -0.383 -0.031
H 1.245987 -4.649645 4.461614 -0.093 -0.027 0.063
H 0.056491 -3.984141 5.592266 0.014 -0.083 -0.088
H 2.955769 -4.674339 6.192446 -0.026 0.068 0.047
H 2.135711 -3.142467 6.538147 0.005 -0.053 0.028
H 0.816710 -4.158170 8.295664 0.070 0.088 0.040
H 2.324310 -5.084670 8.457853 -0.098 -0.067 0.010
H 1.221440 -6.794628 5.578378 -0.040 0.023 -0.090
H -0.469464 -6.301406 5.801419 0.069 0.017 0.050
O -0.153213 10.008390 2.180146 -0.157 -0.656 0.501
H -0.025468 10.757801 2.838404 0.094 0.501 0.335
H 0.679294 9.851622 1.636015 0.542 -0.044 -0.397
H -0.952649 10.170077 1.590153 -0.484 0.157 -0.425
C -6.697863 -3.925806 -9.702050 -1.453 1.430 -0.329
O -6.265142 -4.316028 -8.576843 -0.531 0.039 1.610
O -6.125345 -4.623003 -10.719051 0.652 -0.602 0.402
O -7.525316 -3.045440 -9.995031 0.372 -0.492 0.511
H -5.583969 -5.168509 -10.108439 0.455 -0.546 -0.995
```
Forces are in eV/Å.

Here are the Mulliken charges for atoms 1 to 5, given in e: atom 1 (C): -0.66, atom 2 (C): -0.58, atom 3 (C): -0.85, atom 4 (C): 0.35, atom 5 (C): -0.51

***

This record from the Open Molecules 2025 dataset describes C32H64CuO37S8 as an isolated structure in a non-equilibrium geometry. The level of theory is ωB97M-V with the def2-TZVPD basis set.

Output
Frontier orbital gap (spin up / spin down) (eV): 5.61 / 5.59
Total charge: -2
LUMO (spin up / spin down) (Eh): 0.113 / 0.113
<S²>: 0.752
2S+1: 2

Geometry as XYZ:
```
142
Properties=species:S:1:pos:R:3:forces:R:3
Cu 1.482962 0.579432 -2.684460 0.577 -0.610 -1.870
S 2.587446 -1.071571 -4.688366 2.704 -2.685 -5.307
O 2.174038 -1.124201 -6.084308 -2.375 1.328 -0.739
O 1.533165 -1.297025 -3.723226 -2.732 -1.192 2.620
O 3.683724 -2.056654 -4.762737 0.464 0.061 3.098
O 3.009408 0.286077 -4.336305 0.656 3.159 2.019
S 0.526310 0.342575 -0.198161 1.269 1.470 1.814
O -0.225966 -0.718808 0.411482 -0.451 -1.527 1.139
O 1.824368 -0.043620 -0.763042 2.422 -1.573 1.530
O -0.107911 0.810634 -1.393052 -2.978 1.329 -4.496
O 0.636961 1.520406 0.681678 0.307 -0.096 1.216
C -0.530502 3.100090 -5.649311 -2.863 3.249 -0.089
C -1.698821 2.935271 -4.583923 1.539 -1.668 -1.472
C -1.196378 1.546515 -4.066498 -0.330 1.372 0.315
O 0.219924 1.808678 -3.949273 -0.712 -1.679 1.911
C 0.675752 2.648556 -4.962989 0.831 -0.799 -0.515
H -0.394039 4.179175 -5.720459 -0.197 0.263 -0.720
H -0.833277 2.757201 -6.638686 0.431 -0.592 0.206
H -2.696325 2.932928 -5.023319 0.089 -0.045 -0.033
H -1.601118 3.741090 -3.856466 -0.097 -0.363 0.329
H -1.320254 0.693580 -4.733771 -0.272 0.238 -0.451
H -1.673437 1.280427 -3.123250 0.755 0.004 0.301
H 1.312486 2.093856 -5.652190 0.539 0.050 0.305
H 1.165564 3.486847 -4.467582 0.412 -0.075 -0.220
C 1.972316 0.295659 7.876101 -1.430 -1.413 0.810
C 1.425399 1.450382 7.206373 -0.048 3.850 -0.698
C 1.375246 1.011640 5.806126 0.621 -0.039 -2.838
O 0.787540 -0.260800 5.820415 -0.514 -2.064 1.709
C 1.082722 -0.812550 7.132939 1.562 0.877 1.300
H 1.676761 0.437599 8.915615 0.440 -0.809 0.310
H 3.055512 0.307496 7.755072 -0.109 -0.747 -0.063
H 2.060477 2.323011 7.359015 0.229 0.175 -0.297
H 0.461669 1.811563 7.565368 -0.350 -0.529 0.027
H 2.344678 0.844849 5.336564 0.824 0.350 0.537
H 0.899416 1.565012 4.996525 -0.681 0.552 0.564
H 1.664383 -1.730277 7.219795 -0.198 -0.342 -1.112
H 0.189653 -0.949158 7.742756 -0.329 0.065 -0.362
C -5.033338 -2.009826 -3.972110 -1.408 0.880 0.097
C -3.526969 -2.070787 -3.692055 -0.746 0.914 -0.882
C -3.402511 -3.186832 -2.660233 -0.419 1.675 -1.611
O -4.662702 -3.825820 -2.723388 -1.309 -2.272 1.274
C -5.490610 -3.451095 -3.826811 2.778 1.719 -1.156
H -5.393537 -1.549655 -4.892223 0.634 -0.128 -0.504
H -5.647756 -1.462136 -3.257537 0.572 0.369 0.675
H -3.115782 -1.110011 -3.382300 0.056 -0.083 0.069
H -3.019886 -2.368895 -4.609709 0.067 0.135 -0.078
H -3.241874 -2.699670 -1.698471 -0.032 -0.725 0.319
H -2.554076 -3.749127 -3.050206 -0.130 -0.831 0.874
H -6.577301 -3.533820 -3.807855 0.244 -0.537 1.021
H -5.103717 -3.874593 -4.753660 -0.263 -1.044 -0.079
C -6.533225 2.809854 -1.048698 -1.144 2.087 0.280
C -5.090878 2.617077 -1.455092 1.290 -1.944 -0.288
C -5.086158 2.447616 -2.989602 -0.886 0.168 1.210
O -6.462646 2.343016 -3.246162 -0.709 -1.659 -3.196
C -7.306771 2.999889 -2.364983 1.730 0.836 0.066
H -6.536368 3.763357 -0.520568 -0.529 -0.123 0.529
H -7.062528 2.055020 -0.467178 0.721 -0.193 0.170
H -4.758341 1.666734 -1.037521 0.388 0.113 0.274
H -4.364274 3.395646 -1.222767 -0.487 0.042 0.537
H -4.659840 1.541934 -3.420985 0.283 0.015 0.352
H -4.562438 3.312420 -3.396962 -0.398 0.275 -0.602
H -8.329339 2.626759 -2.421721 0.216 -0.315 0.069
H -7.287641 4.024385 -2.736683 -0.487 0.641 0.601
C 3.292868 4.070573 -0.971873 2.719 1.630 1.377
C 4.553256 3.395442 -1.539135 0.500 0.382 0.931
C 4.005485 2.585798 -2.623293 0.064 -1.450 -1.209
O 2.651294 2.323335 -2.310608 -2.151 0.969 1.231
C 2.075342 3.501919 -1.606465 0.678 -0.240 0.060
H 3.569918 5.124768 -0.967258 -1.072 0.422 -0.369
H 3.284769 3.817827 0.088385 -0.154 0.031 0.101
H 5.034138 2.790384 -0.770523 -0.106 -0.232 -0.024
H 5.353452 4.039519 -1.903775 -0.259 0.411 0.005
H 4.522946 1.627022 -2.656255 -0.317 -0.003 -0.668
H 4.011402 3.080682 -3.594444 0.339 -0.025 -0.156
H 1.518552 3.336613 -0.684091 -0.764 -1.589 -0.700
H 1.434835 4.140181 -2.215132 0.536 -0.119 -0.604
C 4.001807 0.938821 1.621280 0.169 -1.035 -1.396
C 3.272071 -0.296098 2.177025 1.229 0.294 -0.021
O 4.035094 -0.468908 3.411537 -0.205 -2.825 1.132
S 5.633581 -0.190199 3.264128 -1.732 1.919 0.113
O 6.446322 -1.043143 2.442739 -1.253 0.199 0.618
O 6.123150 0.157896 4.586809 -0.836 -0.448 -1.870
O 5.179696 1.112046 2.448712 1.387 1.321 -0.207
H 3.325674 1.790834 1.550452 0.520 0.334 0.672
H 4.362041 0.723883 0.615233 -0.137 0.091 -0.004
H 3.342203 -1.176958 1.538858 0.322 0.055 0.050
H 2.206152 -0.126675 2.329449 0.230 0.142 0.727
C -1.764978 -4.617267 5.002216 0.970 -0.099 1.933
C -0.301938 -4.186654 4.646644 0.129 -0.626 -2.432
O 0.459835 -5.372914 4.433134 -0.533 -3.576 0.725
S -0.433961 -6.826380 4.588871 -0.568 0.501 -2.055
O 0.106725 -7.727739 5.587207 -0.527 1.648 -1.307
O -0.753797 -7.375913 3.242310 0.961 1.729 3.564
O -1.735634 -6.066866 5.224027 0.869 -0.076 -0.842
H -2.586906 -4.308426 4.356333 0.477 -0.271 -0.419
H -1.980297 -4.241285 6.002404 -0.231 0.147 -0.115
H 0.366346 -3.546465 5.222547 -0.935 0.043 0.932
H -0.240339 -3.788067 3.633999 -0.689 0.673 0.057
C 4.576067 -2.082695 -1.248958 -1.344 0.470 -1.205
C 5.812290 -2.870053 -1.553588 0.265 -0.453 -0.920
O 6.885148 -1.939563 -1.575241 1.745 1.622 -0.005
S 6.438851 -0.366069 -1.883598 0.101 -1.615 -0.404
O 6.420424 -0.117993 -3.332129 -0.504 -0.692 3.189
O 7.227195 0.584282 -1.091591 -1.846 -2.009 -0.897
O 5.002140 -0.726500 -1.145630 0.904 2.697 -0.412
H 3.978997 -2.339057 -0.373802 0.525 0.123 0.231
H 3.903591 -2.139144 -2.104936 -0.147 -0.048 -0.062
H 5.769163 -3.262453 -2.569597 -0.315 -0.284 0.096
H 5.978220 -3.683163 -0.846885 0.480 0.303 0.102
C -0.078626 -3.957527 0.815574 -0.407 0.536 0.772
C -0.254404 -3.454082 -0.609515 1.640 2.341 1.330
O -0.244731 -4.594977 -1.357992 0.410 -3.767 -1.046
S 1.017301 -5.495132 -0.826789 1.736 -0.236 -0.500
O 2.265839 -4.849179 -1.277499 -2.680 -1.558 1.141
O 0.813687 -6.928188 -1.095737 0.038 3.412 0.909
O 0.810683 -5.068710 0.816239 0.062 -1.361 -2.891
H -1.078097 -4.264919 1.123270 0.047 -0.303 0.614
H 0.410571 -3.275179 1.510688 -0.546 0.509 -0.267
H 0.649361 -2.915152 -0.893871 -0.326 0.815 -0.049
H -1.159041 -2.860217 -0.740092 0.241 -0.238 -0.142
C -1.421431 -0.831414 3.681169 2.415 -0.229 0.139
C -2.278562 -0.781789 2.458227 0.804 1.001 -0.987
O -3.607702 -0.557337 2.939962 -0.488 -0.410 1.326
S -3.718245 -0.940342 4.497059 -1.847 0.164 1.591
O -4.656228 -2.078565 4.697854 2.738 2.705 -0.516
O -3.924264 0.297778 5.260502 0.188 -2.409 -1.383
O -2.160281 -1.395333 4.702848 -3.318 -0.915 1.307
H -1.065286 0.150231 3.993623 -0.226 0.193 -0.154
H -0.539180 -1.471235 3.700107 0.142 0.224 -0.953
H -2.296437 -1.612546 1.752795 0.261 -0.001 0.300
H -1.906744 0.131776 1.994276 -0.519 -0.288 -0.798
C -1.574704 3.512820 -0.303782 1.979 0.501 0.050
C -1.008890 4.447171 0.743122 0.390 -1.115 1.020
O -1.054331 5.750865 0.202618 0.995 2.616 0.374
S -1.482521 5.849155 -1.303764 -2.582 0.007 0.180
O -0.370529 5.697993 -2.174226 0.152 0.005 -0.033
O -2.432642 6.946147 -1.600662 2.183 -2.879 1.320
O -2.261981 4.452701 -1.091633 -2.445 0.382 -2.885
H -2.149523 2.698209 0.136775 -0.482 0.357 -0.527
H -0.732953 3.109942 -0.867043 -0.310 -0.450 -0.149
H 0.020464 4.138136 0.924801 -0.072 0.275 0.443
H -1.633112 4.456396 1.636635 0.287 0.116 0.122
```
Forces are in eV/Å.

Here are the Mulliken charges for atoms 1 to 5, given in e: atom 1 (Cu): -0.31, atom 2 (S): 1.05, atom 3 (O): -0.78, atom 4 (O): -0.67, atom 5 (O): -0.69